[1]
The following is a DFT calculation (the ωB97M-V functional and the def2-TZVPD basis) of C19H31AsHfN6O2 as an isolated structure.

Output
charge: +4
orbital gap: 0.26478 Eh
multiplicity: 1

```
60
Properties=species:S:1:pos:R:3:forces:R:3:nbo_charge:R:1
Hf -1.114 -0.521 1.530 0.1 0.4 -0.1 2.54
N 2.226 -1.120 -0.862 0.0 0.0 0.1 -0.83
C 1.232 -0.351 -1.604 0.0 0.1 -0.1 -0.15
C 1.687 0.984 -2.212 0.1 0.0 0.1 -0.41
C 2.657 0.778 -3.382 0.1 -0.1 0.0 -0.42
C 3.213 2.107 -3.942 0.0 0.1 0.1 -0.21
N 3.241 2.164 -5.401 0.1 0.0 0.0 -0.56
C 4.318 2.256 -6.197 0.0 0.0 -0.1 0.68
N 5.553 2.129 -5.728 0.0 0.0 0.1 -0.75
N 4.138 2.460 -7.498 0.0 0.0 0.1 -0.74
C 0.166 -0.191 -0.552 -0.1 0.3 0.0 0.85
O 0.326 0.555 0.512 0.1 -0.5 0.1 -0.77
O -0.920 -0.875 -0.548 -0.1 -0.1 0.1 -0.74
H 2.921 -0.531 -0.418 0.0 0.0 0.0 0.39
H 2.692 -1.807 -1.440 0.0 0.0 0.0 0.41
H 0.791 -1.004 -2.360 0.0 0.1 -0.1 0.25
H 2.170 1.568 -1.421 0.0 0.0 0.0 0.22
H 0.818 1.564 -2.538 0.0 -0.1 0.0 0.23
H 2.166 0.225 -4.186 -0.1 0.1 0.0 0.23
H 3.488 0.153 -3.050 0.0 0.0 -0.1 0.22
H 4.218 2.286 -3.566 0.0 0.0 0.0 0.21
H 2.628 2.956 -3.584 -0.1 0.0 -0.1 0.22
H 2.356 2.294 -5.865 0.0 0.0 0.0 0.42
H 5.750 1.970 -4.757 0.0 0.0 0.0 0.42
H 6.350 2.244 -6.334 0.0 0.0 0.0 0.44
H 3.225 2.610 -7.891 0.0 0.0 0.0 0.43
H 4.919 2.521 -8.131 0.0 0.0 0.0 0.44
C -5.245 0.563 0.329 0.1 -0.1 0.0 -0.20
C -5.673 1.362 1.380 0.0 0.0 0.0 -0.04
C -4.824 1.599 2.460 0.0 0.0 0.0 -0.20
C -3.570 1.029 2.477 -0.1 0.0 0.0 0.26
N -3.155 0.235 1.442 0.2 0.0 0.1 -0.71
C -3.980 0.019 0.390 -0.1 0.0 0.0 0.09
C -2.593 1.232 3.576 0.0 0.0 0.0 0.16
C -2.822 2.015 4.687 0.0 0.0 0.0 -0.18
C -1.822 2.139 5.650 0.0 0.0 0.0 -0.04
C -0.613 1.475 5.488 0.0 -0.1 -0.1 -0.20
C -0.443 0.701 4.360 0.0 0.1 0.1 0.10
N -1.407 0.581 3.421 0.0 -0.1 -0.3 -0.70
H -5.876 0.363 -0.525 0.0 0.0 0.0 0.29
H -6.662 1.802 1.364 0.0 0.0 0.0 0.28
H -5.159 2.226 3.272 0.0 0.0 0.0 0.27
H -3.602 -0.605 -0.412 0.0 0.0 0.0 0.24
H -3.758 2.537 4.823 0.0 0.0 0.0 0.27
H -1.993 2.757 6.523 0.0 0.0 0.0 0.28
H 0.183 1.552 6.216 0.0 0.0 0.0 0.29
H 0.487 0.167 4.189 0.0 0.0 0.0 0.23
C -1.723 -4.138 0.899 0.1 -0.2 0.1 -0.91
As -0.650 -3.183 2.203 -0.3 0.1 0.0 0.80
C -1.411 -3.608 3.931 0.1 -0.1 0.0 -0.91
C 1.132 -3.917 2.137 0.0 0.0 0.0 -0.89
H -1.572 -5.201 1.094 0.0 0.0 -0.1 0.28
H -1.398 -3.905 -0.113 0.0 0.0 0.0 0.26
H -2.780 -3.908 1.030 0.0 0.0 0.0 0.26
H -1.450 -4.696 4.004 0.0 0.0 0.1 0.28
H -2.418 -3.208 4.025 0.0 0.0 0.0 0.26
H -0.772 -3.217 4.721 0.0 0.0 0.0 0.27
H 1.049 -4.961 2.440 0.0 0.0 0.0 0.28
H 1.788 -3.385 2.823 0.0 0.0 0.0 0.27
H 1.515 -3.845 1.121 0.0 0.0 0.0 0.27
```
Positions in Å, forces in eV/Å.

[2]
The following is a DFT calculation (the ωB97M-V functional and the def2-TZVPD basis) of a 3-piece molecular cluster, C16H32BBrClNO9S3 overall.

Output
orbital gap: 0.35379 Eh
multiplicity: 1

```
64
Properties=species:S:1:pos:R:3:forces:R:3:nbo_charge:R:1
C -2.576 -0.173 1.569 -0.1 -0.3 -0.2 -0.61
C -3.683 -0.439 0.539 0.1 0.1 0.1 -0.42
C -3.196 -0.310 -0.906 0.2 -0.1 0.2 -0.17
Cl -4.591 -0.352 -2.046 -0.2 0.1 -0.1 -0.05
C -2.226 -1.343 -1.502 0.0 -0.2 -0.2 -0.21
B -2.941 -2.807 -1.743 -0.1 0.3 -0.1 1.30
O -3.918 -3.197 -0.853 0.8 -0.7 0.3 -0.96
N -2.540 -3.686 -2.832 -0.6 -0.1 0.3 -0.82
C -2.174 -5.013 -2.305 0.1 0.0 -0.3 -0.41
C -3.653 -3.810 -3.802 0.3 0.2 -0.2 -0.42
O -1.148 -1.689 -0.552 -0.2 0.2 0.3 -0.72
S 0.216 -2.042 -1.272 -0.2 0.0 0.1 2.59
O 0.444 -3.439 -1.251 0.1 -0.2 0.1 -0.90
O 1.217 -1.156 -0.806 0.2 0.0 0.0 -0.91
O -0.257 -1.656 -2.733 -0.2 0.1 -0.3 -0.71
C -1.409 -0.819 -2.719 0.2 0.3 0.3 0.32
C -2.034 -0.818 -4.086 -0.1 -0.1 -0.1 -0.68
Br -0.715 1.042 -2.408 -0.1 -0.2 0.0 -0.01
H -1.851 0.531 1.162 0.0 0.1 0.2 0.21
H -2.018 -1.069 1.830 0.1 0.0 -0.1 0.22
H -2.986 0.218 2.497 0.0 0.1 -0.1 0.23
H -4.197 -1.382 0.712 0.0 0.0 0.0 0.20
H -4.443 0.336 0.651 0.0 0.0 -0.1 0.22
H -2.784 0.688 -1.004 0.1 0.0 -0.1 0.25
H -3.648 -3.239 0.075 -0.3 0.4 -0.2 0.52
H -1.651 -5.576 -3.080 0.0 0.0 0.0 0.20
H -3.053 -5.583 -1.983 0.0 0.0 0.0 0.18
H -1.479 -4.912 -1.474 0.0 0.0 0.0 0.22
H -4.353 -2.973 -3.722 0.0 0.0 0.0 0.21
H -4.217 -4.730 -3.638 -0.1 0.0 0.0 0.20
H -3.266 -3.801 -4.824 0.0 -0.2 0.0 0.20
H -2.632 -1.712 -4.242 0.1 0.1 0.0 0.24
H -1.233 -0.800 -4.823 0.0 0.1 0.0 0.24
H -2.658 0.061 -4.212 0.0 0.0 0.0 0.25
C 1.318 3.783 3.937 0.0 0.0 0.1 -0.41
C 1.825 2.811 5.013 0.0 0.0 0.0 -0.40
C 0.676 1.848 5.340 0.2 0.0 0.0 -0.67
S -0.314 1.739 3.838 0.1 0.1 -0.1 2.17
O -1.621 2.289 4.102 -0.1 0.0 0.0 -0.95
O -0.201 0.424 3.258 0.1 0.0 0.1 -0.95
C 0.633 2.921 2.886 0.0 0.0 0.0 -0.67
H 2.124 4.363 3.494 0.0 0.0 0.0 0.24
H 0.598 4.480 4.372 0.0 0.0 0.0 0.21
H 2.677 2.250 4.625 0.0 0.0 0.0 0.21
H 2.157 3.336 5.908 0.0 0.0 0.0 0.22
H 1.010 0.846 5.596 0.0 0.0 0.0 0.25
H 0.024 2.232 6.122 -0.1 0.0 0.0 0.25
H -0.044 3.463 2.231 -0.1 0.0 0.0 0.26
H 1.351 2.359 2.292 0.0 0.0 0.0 0.25
C 4.854 0.530 -0.820 0.0 0.1 0.0 -0.40
C 5.927 1.601 -0.577 0.0 0.0 0.0 -0.40
C 5.250 2.968 -0.733 0.1 -0.1 0.0 -0.67
S 3.521 2.717 -0.284 0.1 -0.1 0.0 2.17
O 2.702 2.961 -1.443 -0.1 0.1 0.0 -0.94
O 3.231 3.397 0.957 -0.1 0.1 0.1 -0.97
C 3.641 0.957 -0.004 0.0 -0.2 0.0 -0.68
H 5.195 -0.461 -0.526 0.0 0.0 0.0 0.23
H 4.591 0.493 -1.879 0.0 0.0 0.0 0.22
H 6.322 1.499 0.435 0.0 0.0 0.0 0.21
H 6.764 1.501 -1.267 0.0 0.0 0.0 0.22
H 5.661 3.731 -0.077 0.0 0.0 0.0 0.25
H 5.260 3.321 -1.762 -0.1 0.0 0.0 0.25
H 2.712 0.480 -0.310 0.0 0.1 0.0 0.29
H 3.807 0.809 1.064 0.0 0.0 0.0 0.23
```
Positions in Å, forces in eV/Å.

[3]
The following is a DFT calculation (the ωB97M-V functional and the def2-TZVPD basis) of C11H30Cl2N4O2Ru as an isolated structure.

Output
charge: +3
orbital gap (alpha / beta): 0.34858 / 0.32259 Eh
multiplicity: 2

```
50
Properties=species:S:1:pos:R:3:forces:R:3:nbo_charge:R:1
Ru 0.136 -0.104 0.209 -0.9 -0.3 0.0 1.10
N 0.825 -1.743 -0.883 0.2 0.1 0.0 -0.73
C -0.228 -2.763 -1.107 0.0 0.0 0.0 -0.25
C -1.394 -1.979 -1.638 0.0 0.0 0.0 -0.25
N -1.694 -0.858 -0.676 -0.1 -0.1 0.1 -0.34
C -2.395 0.233 -1.414 -0.1 0.0 -0.1 -0.24
C -1.385 0.949 -2.276 -0.2 0.1 0.0 -0.25
N -0.219 1.274 -1.418 0.6 0.1 0.0 -0.77
C -2.597 -1.427 0.394 -0.1 0.0 -0.1 -0.25
C -2.277 -0.784 1.709 0.1 0.0 0.0 -0.24
N -0.810 -0.967 1.895 0.4 0.0 0.2 -0.73
H 1.139 -1.379 -1.789 0.0 0.0 0.0 0.42
H 1.660 -2.173 -0.492 0.0 0.0 0.1 0.42
H -0.447 -3.254 -0.159 0.0 0.0 0.0 0.21
H 0.099 -3.533 -1.806 0.0 0.0 0.0 0.27
H -2.287 -2.589 -1.776 0.0 0.0 0.0 0.26
H -1.137 -1.560 -2.609 0.0 0.0 0.0 0.23
H -2.853 0.900 -0.683 0.1 0.0 0.0 0.22
H -3.201 -0.188 -2.021 0.0 0.0 0.0 0.26
H -1.819 1.850 -2.709 0.0 0.0 0.0 0.26
H -1.038 0.338 -3.106 0.0 0.0 0.0 0.23
H -0.356 2.189 -0.994 0.0 0.0 0.0 0.41
H 0.617 1.376 -1.995 0.0 -0.1 -0.1 0.44
H -2.421 -2.500 0.463 0.0 0.0 0.0 0.23
H -3.639 -1.293 0.101 0.0 0.0 0.0 0.26
H -2.833 -1.216 2.541 0.0 -0.1 -0.1 0.27
H -2.474 0.287 1.693 0.0 0.0 0.1 0.22
H -0.578 -1.946 2.066 -0.2 0.0 0.0 0.42
H -0.526 -0.473 2.740 0.0 0.0 0.0 0.42
C 2.808 -1.081 1.834 0.0 0.0 0.0 -0.25
O 1.857 -0.032 1.494 0.1 0.3 -0.1 -0.55
C 1.845 1.007 2.507 -0.1 -0.1 0.0 -0.10
C 1.067 2.164 1.964 0.0 0.1 -0.1 -0.11
O -0.208 1.675 1.461 -0.1 0.0 0.1 -0.56
C -1.108 2.794 1.237 -0.1 -0.1 0.0 -0.26
H 3.797 -0.635 1.929 0.0 0.0 0.0 0.24
H 2.829 -1.810 1.033 0.0 0.0 0.0 0.19
H 2.510 -1.550 2.771 0.0 0.0 0.0 0.22
H 2.872 1.312 2.713 0.0 0.0 0.0 0.25
H 1.412 0.602 3.425 0.0 0.0 0.0 0.21
H 1.601 2.652 1.143 0.0 0.0 0.0 0.21
H 0.880 2.894 2.752 0.0 0.0 0.0 0.25
H -1.296 3.288 2.189 0.0 0.0 0.0 0.25
H -2.042 2.401 0.844 0.0 0.0 0.0 0.20
H -0.664 3.514 0.546 0.0 0.0 0.0 0.20
Cl 2.023 0.094 -3.792 0.0 0.0 0.0 -0.02
C 3.330 0.894 -2.898 0.0 -0.1 0.0 -0.37
Cl 2.959 0.873 -1.143 0.3 0.0 0.0 -0.06
H 3.403 1.926 -3.219 0.0 0.0 0.0 0.26
H 4.255 0.350 -3.050 0.0 0.0 0.0 0.27
```
Positions in Å, forces in eV/Å.

[4]
The following is a DFT calculation (the ωB97M-V functional and the def2-TZVPD basis) of C34H40N4Ti as an isolated structure.

Output
charge: -2
orbital gap (alpha / beta): 0.09470 / 0.11278 Eh
multiplicity: 3

```
79
Properties=species:S:1:pos:R:3:forces:R:3:lowdin_charge:R:1
Ti -0.447 -0.422 -0.335 0.1 1.8 3.5 0.90
N 0.478 -3.689 4.219 -0.6 -0.9 1.3 0.02
N -0.640 -1.937 -1.722 -0.4 0.2 -1.3 -0.03
C 0.365 1.658 -0.645 -0.1 -0.3 0.6 -0.35
C 1.451 0.728 -0.309 -0.6 0.3 0.9 -0.37
C 1.596 0.734 1.163 0.7 -0.3 -0.4 -0.31
C 2.617 0.212 1.918 -0.3 1.1 -0.9 -0.05
H 3.450 -0.265 1.404 -0.1 0.0 0.4 0.03
H 2.473 -2.253 3.544 -0.2 0.0 -0.1 0.01
H 2.582 0.306 2.993 0.1 -0.4 0.0 0.03
C 0.394 1.374 1.664 -0.6 0.0 -1.4 -0.26
C 0.057 1.390 3.100 -0.2 0.0 0.6 -0.07
H 0.641 2.155 3.631 0.0 0.0 0.1 0.07
H 0.316 0.422 3.556 -0.2 0.2 0.0 0.08
H -1.009 1.602 3.268 0.2 -0.1 0.0 0.07
C -0.291 2.004 0.604 1.5 -0.6 0.0 -0.26
C -1.346 3.046 0.779 -0.5 0.0 0.0 -0.05
H -2.163 2.712 1.441 0.2 0.0 -0.2 0.07
H -1.803 3.333 -0.178 0.1 -0.1 0.2 0.07
H -0.914 3.954 1.237 -0.1 -0.2 -0.2 0.08
C 2.557 0.270 -1.190 0.4 0.1 -0.1 -0.09
H 3.432 0.937 -1.126 0.1 0.0 0.0 0.07
H 2.279 0.210 -2.250 -0.1 -0.1 0.2 0.04
H 2.907 -0.717 -0.862 0.0 0.0 -0.2 0.07
C 0.274 2.477 -1.893 -0.2 0.2 -0.2 -0.06
H -0.769 2.637 -2.208 0.2 0.0 0.1 0.06
H 0.779 1.996 -2.741 0.0 0.1 0.2 0.06
H 0.733 3.477 -1.749 -0.1 -0.2 -0.1 0.08
C -0.519 -4.496 4.516 -0.2 0.4 -1.0 -0.25
H -0.624 -4.802 5.561 0.1 0.0 0.0 0.07
C -1.483 -4.932 3.586 -0.3 -0.3 0.9 -0.19
H -2.302 -5.562 3.937 0.1 0.2 -0.2 0.05
C -1.397 -4.441 2.277 1.0 0.5 -0.4 -0.16
H -2.166 -4.690 1.551 0.1 0.0 0.0 0.08
C -0.322 -3.643 1.913 -0.2 -0.6 0.2 -0.11
H -0.150 -3.324 0.881 -0.3 0.0 0.2 0.08
C 0.668 -3.283 2.918 1.6 1.0 0.1 -0.44
C 1.812 -2.504 2.722 -1.3 -0.9 -1.5 -0.07
H 1.996 -2.120 1.708 0.1 -0.2 0.7 0.00
C -0.557 -0.665 -2.236 0.1 -1.9 -2.3 -0.27
C -0.533 -2.834 -2.783 0.8 0.8 0.1 -0.12
H -0.807 -3.877 -2.735 0.5 -0.1 0.3 0.09
C -0.127 -2.139 -3.889 -1.0 -0.5 0.0 -0.07
H 0.218 -2.475 -4.858 -0.4 0.0 0.1 0.10
N -0.245 -0.792 -3.573 0.0 -0.6 1.3 -0.04
C -0.455 0.248 -4.473 0.2 0.5 -0.1 -0.16
C 0.582 0.569 -5.350 -0.7 0.8 0.0 -0.20
C 0.397 1.701 -6.148 -0.2 0.0 0.1 -0.01
H 1.166 1.990 -6.869 -0.1 0.0 0.2 0.11
C -0.758 2.477 -6.025 -0.1 -0.2 -0.1 -0.28
C -0.969 3.676 -6.894 0.0 0.2 -0.3 -0.07
H -1.530 4.446 -6.347 0.3 0.0 -0.2 0.08
H -1.562 3.420 -7.787 0.2 0.1 0.2 0.08
H 0.000 4.064 -7.227 -0.3 0.2 0.0 0.07
C -1.777 2.108 -5.145 0.5 -0.2 -0.3 -0.02
H -2.692 2.697 -5.090 0.2 0.0 0.0 0.11
C -1.660 0.965 -4.368 0.3 0.2 -0.5 -0.19
C -2.819 0.568 -3.513 -0.6 0.2 0.5 -0.03
H -3.196 -0.437 -3.743 0.2 0.2 0.0 0.10
H -3.628 1.295 -3.683 0.1 -0.3 -0.1 0.08
H -2.617 0.599 -2.435 0.2 -0.1 -0.4 0.04
C 1.845 -0.222 -5.367 0.7 -0.1 -0.3 -0.04
H 1.698 -1.225 -5.779 0.0 0.1 0.1 0.07
H 2.313 -0.335 -4.380 -0.3 0.0 -0.1 0.08
H 2.581 0.274 -6.005 -0.1 0.0 0.0 0.07
C -5.809 -0.666 3.077 0.1 0.0 -0.1 -0.11
C -4.524 -0.516 2.331 -1.4 0.3 -0.1 -0.35
C -3.326 -1.046 2.821 2.0 -0.3 0.1 -0.06
C -2.174 -0.938 2.061 -0.9 -0.3 1.0 -0.15
N -2.198 -0.375 0.819 1.5 -0.1 -0.8 -0.12
C -3.321 0.270 0.398 -1.5 0.2 0.1 -0.19
C -4.495 0.182 1.123 0.6 0.4 -0.7 -0.09
H -6.098 -1.720 3.165 -0.1 0.0 0.1 0.06
H -5.751 -0.259 4.093 -0.1 0.0 0.1 0.06
H -6.603 -0.140 2.540 -0.1 0.0 0.1 0.05
H -3.275 -1.537 3.796 0.0 0.1 -0.3 0.10
H -1.210 -1.347 2.397 -0.5 0.2 -0.1 0.10
H -3.251 0.835 -0.537 -0.1 -0.2 0.4 0.08
H -5.395 0.673 0.751 0.1 0.0 0.0 0.09
```
Positions in Å, forces in eV/Å.